DFT (the ωB97M-V functional and the def2-TZVPD basis) results for a cluster of 3 separate species, C4H12O4 in total in a non-equilibrium geometry.

Atoms and positions in Å:
1 O -1.679 -0.094 -0.011
2 O -2.882 -3.429 -0.103
3 O -3.259 -1.575 1.241
4 O 4.355 1.097 -0.297
5 C 1.832 1.264 -0.114
6 C 0.575 0.535 -0.449
7 C -0.681 0.741 0.494
8 C 3.274 1.070 -1.057
9 H 3.353 0.089 -1.620
10 H 1.850 2.404 -0.133
11 H -2.908 -2.556 -0.558
12 H -3.622 -1.701 2.065
13 H 0.071 0.853 -1.467
14 H 0.924 -0.551 -0.477
15 H -0.897 1.782 0.440
16 H 3.342 1.879 -1.842
17 H -2.374 -0.462 0.594
18 H -0.482 0.478 1.529
19 H 2.171 1.121 0.954
20 H -2.963 -2.946 0.811

## Properties
Net charge ... -2
HOMO ... 0.2 eV
LUMO energy ... 6.39 eV
Relative energy (zero: lowest compared OMol25 entry of this formula, charge and spin) ... 1.778 eV
Orbital gap ... 6.22 eV